Entry 1:
{"formula": "C4H4BaO5", "method": "ωB97M-V/def2-TZVPD", "homo_lumo_gap_ev": [4.657, 4.656], "e_lumo_ev": [-1.1, -1.1], "homo_energy_ev": [-5.77, -5.77], "symbols": ["O", "C", "O", "O", "H", "O", "C", "C", "O", "C", "H", "H", "H", "Ba"], "positions_angstrom": [[-0.821816, 0.303764, 0.959036], [-0.771845, 2.137230, 2.544466], [-0.552910, 3.146200, 1.997410], [-0.929695, 1.509272, 3.564308], [0.049860, -1.634068, -2.706672], [-0.671555, -1.533366, -0.785930], [-0.113266, -0.877215, -1.929036], [1.190324, -0.269410, -1.392362], [1.234582, -0.737495, -0.041205], [-0.072247, -1.019379, 0.360138], [-0.804759, -0.111556, -2.307878], [1.185365, 0.829769, -1.426134], [2.087265, -0.636807, -1.906380], [-1.009308, -1.106933, 3.070236]], "atomic_forces_ev_per_a": [[0.66, -1.88, 0.66], [0.81, 1.56, 1.06], [-0.49, -1.72, -0.35], [-0.18, -0.37, -1.43], [-0.03, 0.16, 0.16], [-0.51, 0.72, 0.29], [-0.01, 0.12, -0.24], [0.12, 0.08, -0.16], [-0.25, 0.62, 0.28], [-0.57, 0.20, 2.39], [0.16, -0.15, 0.11], [-0.07, -0.25, 0.06], [-0.21, 0.06, 0.10], [0.58, 0.85, -2.92]], "mulliken_charge": [-0.84, 0.89, -0.30, -0.66, 0.25, -0.42, -0.28, -0.26, -0.42, -0.14, 0.21, 0.21, 0.24, 1.51]}

Entry 2:
{"formula": "C6H8N6", "method": "ωB97M-V/def2-TZVPD", "homo_lumo_gap_ev": 9.709, "smiles": "Cn1ccnc1Cc1nnn[nH]1", "e_lumo_ev": 0.6, "homo_energy_ev": -9.12, "symbols": ["C", "N", "C", "C", "N", "C", "C", "C", "N", "N", "N", "N", "H", "H", "H", "H", "H", "H", "H", "H"], "positions_angstrom": [[0.418967, 0.505169, 2.171360], [0.182215, -0.654075, 1.289301], [0.800907, -1.880139, 1.278101], [0.323796, -2.595889, 0.204549], [-0.542456, -1.784568, -0.511623], [-0.624941, -0.642060, 0.136032], [-1.452402, 0.479884, -0.442272], [-0.562934, 1.260786, -1.335997], [-0.814873, 2.437997, -1.753554], [0.230197, 2.720626, -2.602700], [1.094008, 1.800201, -2.710226], [0.562312, 0.786384, -1.993654], [1.071715, 1.260860, 1.653131], [0.923866, 0.176789, 3.066050], [-0.507150, 0.985642, 2.476988], [1.575747, -2.254024, 1.966427], [0.603223, -3.600761, -0.112064], [-2.242359, 0.062375, -1.092815], [-1.844510, 1.113916, 0.349757], [0.804673, -0.179112, -2.036791]], "atomic_forces_ev_per_a": [[0.71, 0.18, -0.98], [-0.92, 0.74, -1.24], [0.57, -1.31, 0.11], [0.13, 1.19, 0.11], [0.15, -0.23, 0.37], [0.18, -1.22, 0.58], [0.89, -0.74, 0.35], [0.71, -1.55, -1.06], [1.12, 1.19, -0.79], [0.29, 2.34, -0.31], [-1.77, -1.03, 0.00], [-1.20, 0.49, 1.91], [-0.64, -0.69, 0.47], [0.17, -0.19, 0.19], [-0.14, -0.13, -0.19], [-0.72, 0.78, -0.10], [-0.20, 0.45, 0.12], [0.19, 0.03, 0.73], [-0.24, 0.17, -0.25], [0.71, -0.47, -0.02]], "mulliken_charge": [-0.85, 0.19, -0.21, -0.42, -0.67, 0.27, -0.27, 0.34, -0.37, -0.26, -0.53, 0.29, 0.28, 0.35, 0.30, 0.36, 0.39, 0.29, 0.21, 0.31]}

Entry 3:
{"formula": "CH2INO", "method": "ωB97M-V/def2-TZVPD", "homo_lumo_gap_ev": [6.508, 6.792], "e_lumo_ev": [0.6, -2.8], "spin_multiplicity": 3, "homo_energy_ev": [-5.89, -9.62], "symbols": ["C", "N", "O", "I", "H", "H"], "positions_angstrom": [[-0.091534, 0.249808, 0.360466], [0.251817, -0.610820, -0.533423], [-0.389496, -0.090587, 1.718674], [-0.845813, 2.229322, -0.068380], [0.411499, -1.597736, -0.083127], [0.663527, -0.179987, -1.394210]], "atomic_forces_ev_per_a": [[1.02, 0.81, 5.97], [0.25, -3.57, -0.27], [0.26, 0.76, -4.43], [-1.17, 1.12, -0.14], [-0.18, 2.20, -2.23], [-0.18, -1.33, 1.09]], "mulliken_charge": [0.24, -0.41, -0.31, -0.06, 0.27, 0.26]}

Respective energy relative to the best compared isomer or geometry (same formula, charge and spin) values: 2.4399 0.9310 0.9861 eV.
Respective total energy values: -556.4177 -561.9282 -466.8231 hartree.